*w*
{
  "formula": "C34H40GeN6O4S2Ti",
  "method": "ωB97M-V/def2-TZVPD",
  "elements": ["Ti", "C", "C", "C", "C", "C", "C", "H", "H", "H", "H", "H", "H", "N", "C", "C", "C", "C", "N", "C", "N", "N", "C", "O", "O", "H", "H", "H", "H", "H", "H", "H", "H", "H", "H", "H", "H", "H", "H", "O", "C", "C", "C", "C", "C", "C", "C", "O", "N", "N", "C", "S", "C", "C", "S", "H", "H", "H", "H", "H", "H", "H", "H", "H", "Ge", "C", "C", "C", "C", "C", "C", "C", "C", "C", "C", "C", "C", "H", "H", "H", "H", "H", "H", "H", "H", "H", "H", "H"],
  "positions_angstrom": [[0.38307, 0.52706, 1.10852], [0.54117, 4.40450, 1.20787], [-0.77992, 4.07067, 1.47764], [-1.07850, 3.02286, 2.34181], [-0.04993, 2.30963, 2.95653], [1.28088, 2.60569, 2.62708], [1.57058, 3.65647, 1.75943], [0.77169, 5.23864, 0.55941], [-1.58441, 4.64148, 1.03286], [-2.10845, 2.78136, 2.56708], [-0.28407, 1.59746, 3.73663], [2.10236, 2.10441, 3.12792], [2.60012, 3.90207, 1.53858], [0.86784, -0.66058, 2.94732], [1.45173, -1.90122, 2.40430], [2.34351, -2.64382, 3.40708], [2.94768, -3.97492, 2.95890], [1.95870, -5.11836, 2.75054], [1.02070, -4.93245, 1.63442], [1.34604, -4.96218, 0.34417], [2.54805, -5.36741, -0.05013], [0.42752, -4.62790, -0.56309], [2.17445, -1.52862, 1.10155], [2.69099, -2.37343, 0.41143], [2.11092, -0.24425, 0.81325], [1.55739, -0.19137, 3.52975], [0.05833, -0.85248, 3.52811], [0.61261, -2.53217, 2.10537], [1.75500, -2.80301, 4.31661], [3.16548, -1.97591, 3.68341], [3.63410, -4.30798, 3.73975], [3.54915, -3.81891, 2.06393], [1.33987, -5.25366, 3.63710], [2.49374, -6.06242, 2.61950], [0.03651, -4.90418, 1.84558], [3.24212, -5.62667, 0.62902], [2.89076, -5.10521, -0.95938], [-0.41388, -4.13578, -0.30683], [0.61242, -4.72676, -1.54589], [-4.01353, -2.72282, -0.17857], [-4.34166, -2.02418, 0.92231], [-5.60372, -2.25616, 1.46775], [-6.00723, -1.57828, 2.59695], [-5.16757, -0.64861, 3.21615], [-3.92293, -0.41427, 2.68493], [-3.48317, -1.09173, 1.53584], [-2.15071, -0.81031, 1.01616], [-1.40833, 0.09067, 1.62641], [-1.68550, -1.42495, -0.03535], [-0.40842, -0.94542, -0.36313], [-0.05291, -1.31701, -1.55407], [-1.15104, -2.19829, -2.58247], [-0.00263, -2.33754, -3.98166], [0.93352, -1.14524, -3.93742], [1.52044, -0.98780, -2.22739], [-3.13225, -2.43579, -0.48257], [-6.24830, -2.97341, 0.97855], [-6.99099, -1.76933, 3.00502], [-5.49644, -0.11922, 4.09896], [-3.25905, 0.30509, 3.14520], [-0.60514, -2.33327, -4.88936], [0.54565, -3.27766, -3.92878], [0.42181, -0.22716, -4.22684], [1.80632, -1.29052, -4.57219], [1.07976, 2.27718, -1.81321], [1.80576, 4.07447, -1.76847], [3.08089, 4.31042, -1.25505], [3.60755, 5.59339, -1.24945], [2.86743, 6.64743, -1.77317], [1.60487, 6.41689, -2.30692], [1.07513, 5.13374, -2.30861], [-0.43200, 2.08155, -2.99329], [-1.61959, 1.47221, -2.58924], [-2.65233, 1.26658, -3.49399], [-2.50663, 1.66546, -4.81636], [-1.32688, 2.27529, -5.23176], [-0.29523, 2.47737, -4.32647], [0.39299, 1.87862, -0.39107], [3.67077, 3.48977, -0.86116], [4.59730, 5.77090, -0.84993], [3.28067, 7.64714, -1.77583], [1.03531, 7.23685, -2.72392], [0.08760, 4.96484, -2.72259], [-1.75385, 1.16111, -1.55746], [-3.57252, 0.80073, -3.16525], [-3.31311, 1.51079, -5.52058], [-1.21429, 2.59645, -6.25870], [0.61784, 2.95338, -4.66904]],
  "charge": 2,
  "s2": 2.01,
  "spin_multiplicity": 3,
  "homo_energy_ev": [-12.01, -12.78]
}

***

*x*
{
  "formula": "C34H40GeN6O4S2Ti",
  "method": "ωB97M-V/def2-TZVPD",
  "elements": ["Ti", "C", "C", "C", "C", "C", "C", "H", "H", "H", "H", "H", "H", "N", "C", "C", "C", "C", "N", "C", "N", "N", "C", "O", "O", "H", "H", "H", "H", "H", "H", "H", "H", "H", "H", "H", "H", "H", "H", "O", "C", "C", "C", "C", "C", "C", "C", "O", "N", "N", "C", "S", "C", "C", "S", "H", "H", "H", "H", "H", "H", "H", "H", "H", "Ge", "C", "C", "C", "C", "C", "C", "C", "C", "C", "C", "C", "C", "H", "H", "H", "H", "H", "H", "H", "H", "H", "H", "H"],
  "positions_angstrom": [[0.31661, 0.56511, 0.56612], [-2.05660, 1.67789, 3.12371], [-0.85802, 2.22826, 2.66750], [0.35423, 1.83258, 3.22583], [0.36966, 0.88726, 4.25292], [-0.82146, 0.34027, 4.70063], [-2.03636, 0.73356, 4.13322], [-2.99580, 2.01047, 2.70077], [-0.88984, 3.05138, 1.96404], [1.27039, 2.33254, 2.92729], [1.30454, 0.62039, 4.73093], [-0.81427, -0.36065, 5.52622], [-2.96565, 0.33228, 4.51760], [1.58448, -0.92081, 1.77083], [0.55157, -1.95591, 2.06804], [1.02354, -3.39686, 2.15477], [-0.09407, -4.44800, 2.24325], [-1.21070, -4.16533, 3.25651], [-2.22891, -3.21040, 2.77563], [-3.09534, -3.47098, 1.79646], [-3.79828, -2.47395, 1.25325], [-3.28702, -4.72039, 1.38372], [-0.52019, -1.72336, 1.00197], [-0.76383, -2.48788, 0.10253], [-1.13171, -0.54334, 1.17751], [2.27754, -1.31829, 1.13569], [2.06843, -0.65136, 2.62084], [0.10282, -1.64480, 3.01550], [1.64909, -3.47622, 3.05014], [1.66205, -3.63197, 1.30021], [0.37244, -5.39335, 2.52622], [-0.53353, -4.60123, 1.25926], [-0.81934, -3.75168, 4.18633], [-1.71929, -5.08383, 3.55434], [-2.18284, -2.25203, 3.08706], [-3.40886, -1.54016, 1.28404], [-4.38624, -2.65916, 0.45638], [-2.83253, -5.49701, 1.82962], [-3.90199, -4.92378, 0.61463], [1.91036, -2.81812, -1.27627], [2.89288, -2.21237, -2.01069], [3.75709, -3.04923, -2.70462], [4.79474, -2.51182, -3.44222], [4.98918, -1.13356, -3.50038], [4.14381, -0.30301, -2.79669], [3.09077, -0.82837, -2.03968], [2.26122, 0.07950, -1.23858], [0.99717, -0.29521, -0.97370], [2.76987, 1.15978, -0.76051], [1.85499, 1.91317, 0.03308], [2.13190, 3.18187, -0.07357], [1.22676, 4.36850, 0.80834], [2.44677, 5.69078, 0.57963], [3.03336, 5.51263, -0.80632], [3.42210, 3.76078, -1.05343], [1.14428, -2.23108, -1.19676], [3.59008, -4.11635, -2.65785], [5.45575, -3.17345, -3.98588], [5.79534, -0.71955, -4.08891], [4.28046, 0.76996, -2.81550], [3.20498, 5.60256, 1.35591], [1.92593, 6.64044, 0.68747], [3.95929, 6.07548, -0.91707], [2.33199, 5.82152, -1.58053], [-1.39101, 2.01448, -0.98696], [-0.34217, 2.51832, -2.51089], [0.25135, 1.61425, -3.39555], [0.95634, 2.07662, -4.49469], [1.07791, 3.44261, -4.72081], [0.49343, 4.34934, -3.84851], [-0.20141, 3.89210, -2.73696], [-2.82969, 0.76604, -1.23192], [-4.10504, 1.12697, -0.79253], [-5.18681, 0.28531, -1.02280], [-4.99597, -0.92108, -1.68327], [-3.72262, -1.29856, -2.09987], [-2.64138, -0.46409, -1.86629], [-1.90652, 3.28658, -0.29731], [0.16073, 0.54670, -3.23970], [1.40670, 1.37162, -5.18079], [1.62280, 3.80024, -5.58444], [0.56779, 5.41230, -4.04053], [-0.65794, 4.60925, -2.06470], [-4.26915, 2.07301, -0.28971], [-6.17818, 0.57979, -0.70508], [-5.84468, -1.56140, -1.88899], [-3.57711, -2.23371, -2.62566], [-1.65322, -0.78087, -2.17881]],
  "charge": 2,
  "s2": 2.01,
  "spin_multiplicity": 3,
  "homo_energy_ev": [-12.82, -12.82]
}

***

Most stable structure: *w*

***

*w*
{
  "formula": "C2H4O3S2",
  "method": "ωB97M-V/def2-TZVPD",
  "elements": ["C", "C", "O", "O", "O", "S", "S", "H", "H", "H", "H"],
  "positions_angstrom": [[0.64311, 0.34789, 0.21231], [-0.31897, -0.68020, -0.28490], [2.92683, 2.58519, 1.08933], [4.02558, 2.01768, -1.00077], [1.84843, 0.26055, 0.07731], [-0.15080, 1.70064, 1.00360], [3.73766, 1.63206, 0.34908], [0.99063, 2.37982, 1.22006], [-1.12885, -0.82190, 0.42606], [0.19661, -1.61797, -0.47372], [-0.75277, -0.32321, -1.21928]],
  "charge": 0,
  "homo_energy_ev": -10.42
}

***

*x*
{
  "formula": "C2H4O3S2",
  "method": "ωB97M-V/def2-TZVPD",
  "elements": ["C", "C", "O", "O", "O", "S", "S", "H", "H", "H", "H"],
  "positions_angstrom": [[-0.91654, 0.38894, -0.14054], [0.41495, -0.05945, 0.36332], [-3.62254, 0.84677, -1.39242], [-4.34666, 0.61462, 0.94159], [-1.76574, 0.81385, 0.69324], [-2.92703, -1.56260, -0.03394], [-3.42732, 0.26105, -0.06521], [-1.05912, 0.46792, -1.22790], [0.49893, 0.44748, 1.34690], [1.10280, -0.00760, -0.47556], [0.30373, -1.10354, 0.54244]],
  "charge": 0,
  "homo_energy_ev": -9.37
}

***

Most stable structure: *w*

***

*w*
{
  "formula": "CH5O4",
  "method": "ωB97M-V/def2-TZVPD",
  "elements": ["O", "C", "O", "H", "H", "H", "O", "H", "H", "O"],
  "positions_angstrom": [[-0.87612, -1.08392, -1.27293], [-0.55108, -0.07575, -0.59911], [0.51814, 0.55125, -0.49560], [-1.36037, 0.24523, 0.10844], [0.85142, -2.11946, -0.42364], [1.98691, -1.42660, -0.96985], [1.75629, -1.88850, -0.15363], [-1.36112, 1.49235, 1.53199], [-0.06073, 1.99827, 0.95079], [-0.90335, 2.30712, 1.32355]],
  "charge": -1,
  "homo_energy_ev": -4.53
}

***

*x*
{
  "formula": "CH5O4",
  "method": "ωB97M-V/def2-TZVPD",
  "elements": ["O", "C", "O", "H", "H", "H", "O", "H", "H", "O"],
  "positions_angstrom": [[-0.03847, 0.67359, 0.29894], [0.72069, -0.16095, -0.38489], [0.85075, -1.40519, -0.64838], [1.43751, 0.45493, -0.92517], [-0.16406, -2.35964, -0.45978], [-1.66864, -2.71265, -0.06853], [-0.76128, -3.04657, -0.06540], [-0.57388, 2.26728, 0.66602], [0.57674, 3.01576, 0.77931], [-0.37936, 3.27344, 0.80788]],
  "charge": -1,
  "homo_energy_ev": -4.98
}

***

Most stable structure: *w*